[1]
Here is a molecular structure, H8N2O10Zn at a distorted geometry from the Open Molecules 2025 dataset. Energies are from ωB97M-V/def2-TZVPD.

Positions of all 21 atoms, in Å:
1 Zn -0.334 0.290 0.131
2 O 1.187 0.583 1.462
3 O 2.632 0.151 -2.801
4 O 0.102 -1.722 0.326
5 O 2.885 0.917 -0.793
6 O 0.900 0.473 -1.554
7 O -0.804 2.322 0.058
8 O 1.339 -2.916 -0.978
9 O -1.827 -0.221 -1.208
10 O 0.281 -3.846 0.649
11 O -1.725 0.242 1.700
12 N 0.595 -2.864 -0.016
13 N 2.175 0.508 -1.734
14 H -1.301 2.714 0.785
15 H -2.445 -0.935 -1.015
16 H 2.029 0.108 1.447
17 H -0.463 3.061 -0.460
18 H -1.821 -0.478 2.337
19 H -2.621 0.547 1.511
20 H -1.947 -0.004 -2.139
21 H 1.164 1.070 2.292

**Calculated total energy**: -71996.723 eV
**Orbital gap**: 7.2771 eV
**Energy relative to the best compared isomer or geometry (same formula, charge and spin)**: 136.9 kJ/mol
**E_LUMO**: -1.25 eV
**Highest occupied orbital energy**: -8.5 eV

=====

[2]
Here is a molecular structure, H8NaO4 from the Open Molecules 2025 dataset. Energies are from ωB97M-V/def2-TZVPD.

Positions of all 13 atoms, in Å:
1 Na -0.272 0.759 -0.024
2 O -2.259 0.652 -1.164
3 O 0.798 1.767 1.838
4 O 0.702 -0.515 -1.972
5 O 0.701 -1.571 1.017
6 H 1.163 -1.597 1.864
7 H -2.867 -0.017 -1.503
8 H 1.644 -0.554 -2.181
9 H 1.752 1.699 1.695
10 H -2.515 1.469 -1.614
11 H 0.039 -2.274 1.077
12 H 0.666 1.616 2.784
13 H 0.448 -1.433 -1.817

**Calculated total energy**: -12732.545 eV
**Orbital gap**: 12.2275 eV
**Charge**: +1
**Energy relative to the best compared isomer or geometry (same formula, charge and spin)**: 19.5 kJ/mol
**E_LUMO**: -3.50 eV
**Highest occupied orbital energy**: -15.7 eV

=====

[3]
Here is a molecular structure, H8O12S2Zn at a distorted geometry from the Open Molecules 2025 dataset. Energies are from ωB97M-V/def2-TZVPD.

Positions of all 23 atoms, in Å:
1 Zn -0.097 0.024 -0.082
2 S -1.901 -0.416 -2.619
3 S 1.922 0.349 2.465
4 O 0.575 1.573 -1.244
5 O -1.804 1.142 0.605
6 O 1.865 -1.105 -0.259
7 O -0.857 -0.831 -1.595
8 O -1.746 1.064 -2.762
9 O -1.609 -1.120 -3.874
10 O 1.358 -0.790 3.217
11 O 2.212 1.500 3.324
12 O 0.894 0.766 1.426
13 O -0.849 -1.579 1.140
14 O -3.229 -0.777 -2.085
15 O 3.122 -0.083 1.693
16 H 0.134 1.829 -2.069
17 H -2.167 1.997 0.367
18 H 2.451 -0.801 0.490
19 H -1.393 -2.117 0.554
20 H -2.165 0.906 1.463
21 H 2.409 -1.601 -0.870
22 H 1.209 2.243 -0.983
23 H -0.333 -2.170 1.697

**Calculated total energy**: -94792.917 eV
**Orbital gap**: 6.9084 eV
**Charge**: -2
**Energy relative to the best compared isomer or geometry (same formula, charge and spin)**: 0.0 kJ/mol
**E_LUMO**: 5.00 eV
**Highest occupied orbital energy**: -1.9 eV